DFT (ωB97M-V with the def2-TZVPD basis set) results for C69H63AlNO18 as an isolated structure at a distorted geometry.

For the LUMO energy, the calculation gives -0.026 Ha. Its charge is -1. The value obtained for the gap between HOMO and LUMO is 0.1519 Ha.

Last column: Mulliken charge in e.
Cartesian coordinates (Å):
C 3.243 3.646 -2.437  -1.144
C 2.184 3.477 -1.230  0.688
C 1.029 4.495 -1.019  -0.770
C -0.001 4.262 0.143  -0.878
C 0.175 3.005 1.048  0.087
C -0.851 2.645 2.237  1.308
C -1.998 3.754 2.452  -1.571
C -1.623 1.293 1.745  -1.021
C 1.375 1.998 0.858  0.062
O 1.457 0.892 1.751  -0.243
C 2.855 0.608 2.121  -0.740
Al 3.500 -1.063 1.121  0.425
C 3.270 -2.724 2.359  -0.406
C 2.667 -3.888 1.424  -0.540
C 3.355 -5.348 1.673  -0.614
N 3.173 -6.100 0.373  -0.276
C 3.769 -7.463 0.436  -0.565
C 3.198 -8.265 -0.856  0.451
C 2.488 -7.519 -2.042  -0.385
C 1.900 -8.230 -3.288  -0.466
C 2.031 -9.768 -3.409  -0.338
C 2.719 -10.507 -2.217  -0.294
C 3.293 -9.807 -0.961  0.133
O 3.924 -10.497 0.137  -0.525
C 2.382 2.243 -0.291  -0.347
H 2.786 4.396 -3.168  0.181
H 3.417 2.621 -2.928  0.357
H 4.187 4.094 -1.978  0.294
H 0.913 5.405 -1.694  0.452
H -0.869 4.972 0.350  0.187
H -0.287 2.431 3.221  0.160
H -1.585 4.816 2.568  0.370
H -2.739 3.658 1.585  0.321
H -2.574 3.477 3.406  0.287
H -2.718 1.281 2.114  0.292
H -1.056 0.346 2.039  0.137
H -1.656 1.356 0.594  0.335
H 2.842 0.335 3.249  0.225
H 3.550 1.519 2.036  0.414
H 4.981 -0.934 0.542  -0.376
H 2.478 -1.309 -0.107  -0.309
H 4.229 -3.000 2.915  0.312
H 2.438 -2.432 3.113  0.064
H 1.527 -3.969 1.439  0.214
H 2.961 -3.617 0.336  0.165
H 2.678 -5.852 2.471  0.247
H 4.445 -5.274 2.000  0.385
H 2.141 -6.232 0.313  0.270
H 3.590 -8.028 1.413  0.323
H 4.909 -7.389 0.251  0.238
H 2.359 -6.375 -2.004  0.331
H 1.395 -7.602 -4.110  0.288
H 1.636 -10.306 -4.328  0.304
H 2.808 -11.648 -2.330  0.089
H 4.835 -10.765 -0.141  0.325
H 3.230 1.488 -0.418  0.086
C 1.056 -16.014 -5.250  -0.368
C 1.508 -14.785 -5.500  -0.328
C 2.333 -14.055 -4.515  0.443
O 2.744 -12.933 -4.742  -0.531
C 2.640 -14.742 -3.242  -0.216
C 2.188 -15.971 -2.991  -0.400
C 1.362 -16.700 -3.976  0.357
O 0.951 -17.823 -3.749  -0.552
H 0.449 -16.563 -5.960  0.396
H 1.293 -14.268 -6.428  0.418
H 3.246 -14.193 -2.531  0.393
H 2.403 -16.487 -2.063  0.406
C -0.647 0.304 5.597  -0.265
C 0.345 0.069 6.456  -0.478
C 0.302 0.591 7.838  0.298
O 1.208 0.379 8.624  -0.573
C -0.884 1.382 8.232  -0.384
C -1.877 1.618 7.373  -0.253
C -1.833 1.095 5.991  0.310
O -2.739 1.307 5.206  -0.545
H -0.631 -0.069 4.580  0.427
H 1.220 -0.508 6.184  0.478
H -0.899 1.755 9.247  0.418
H -2.750 2.194 7.644  0.605
C 0.657 9.767 0.320  -0.185
C 0.899 9.930 1.622  -0.459
C 1.821 9.030 2.349  0.276
O 2.040 9.177 3.538  -0.581
C 2.465 7.945 1.578  -0.457
C 2.223 7.784 0.276  -0.303
C 1.303 8.682 -0.450  0.234
O 1.085 8.533 -1.638  -0.423
H -0.015 10.414 -0.230  0.553
H 0.436 10.719 2.201  0.435
H 3.137 7.296 2.125  0.437
H 2.685 6.995 -0.305  0.464
C -1.947 11.400 -5.521  -0.478
C -1.708 11.569 -4.219  -0.484
C -0.786 10.674 -3.486  0.176
O -0.569 10.825 -2.296  -0.445
C -0.140 9.588 -4.253  -0.109
C -0.378 9.418 -5.554  -0.630
C -1.299 10.312 -6.287  0.125
O -1.517 10.160 -7.476  -0.583
H -2.619 12.045 -6.073  0.393
H -2.174 12.360 -3.644  0.430
H 0.532 8.942 -3.702  0.669
H 0.092 8.622 -6.125  0.970
C -0.463 3.449 -6.101  -0.231
C 0.351 4.497 -6.234  -0.470
C -0.181 5.866 -6.389  0.506
O 0.563 6.824 -6.510  -0.636
C -1.651 6.031 -6.389  -0.226
C -2.465 4.984 -6.257  -0.531
C -1.932 3.613 -6.102  0.418
O -2.675 2.656 -5.979  -0.572
H -0.090 2.439 -5.987  0.418
H 1.429 4.395 -6.234  0.479
H -2.024 7.042 -6.503  0.374
H -3.543 5.086 -6.256  0.449
C -1.325 -2.514 -4.364  -0.467
C -0.511 -1.466 -4.497  -0.438
C -1.046 -0.096 -4.654  0.463
O -0.304 0.861 -4.778  -0.567
C -2.515 0.067 -4.654  -0.201
C -3.328 -0.982 -4.521  -0.341
C -2.794 -2.351 -4.365  0.243
O -3.537 -3.310 -4.240  -0.580
H -0.951 -3.524 -4.249  0.497
H 0.567 -1.568 -4.498  0.449
H -2.888 1.077 -4.769  0.451
H -4.407 -0.880 -4.520  0.469
C -2.508 3.968 11.688  -0.263
C -2.297 5.035 12.460  -0.399
C -2.134 6.383 11.876  0.332
O -1.939 7.357 12.579  -0.553
C -2.217 6.503 10.404  -0.416
C -2.428 5.436 9.633  -0.311
C -2.591 4.088 10.217  0.381
O -2.786 3.114 9.514  -0.470
H -2.629 2.973 12.099  0.423
H -2.234 4.964 13.539  0.393
H -2.096 7.498 9.994  0.402
H -2.491 5.506 8.554  0.453
C -5.489 -3.936 1.074  -0.402
C -5.948 -5.087 0.584  -0.393
C -5.620 -5.521 -0.791  0.315
O -6.041 -6.572 -1.239  -0.566
C -4.762 -4.630 -1.600  -0.103
C -4.302 -3.478 -1.109  -0.173
C -4.631 -3.044 0.265  0.188
O -4.211 -1.995 0.714  -0.524
H -5.720 -3.602 2.078  0.426
H -6.577 -5.752 1.164  0.397
H -4.531 -4.963 -2.604  0.479
H -3.674 -2.814 -1.689  0.347

Atomic forces in eV per Å
C -1.267 0.205 1.198
C -1.603 -0.591 1.954
C 0.267 -3.056 2.302
C 3.218 -3.145 -0.335
C 1.548 0.786 -1.214
C -0.451 -0.286 -1.024
C 0.281 -0.661 0.342
C -0.049 0.480 -0.307
C -0.469 2.010 -1.745
O 0.269 3.451 -1.697
C 1.337 -0.386 1.308
Al -0.436 -0.537 0.506
C -1.434 0.007 0.241
C 2.012 -0.238 -0.564
C -2.077 0.890 -0.120
N 0.085 -0.866 1.557
C 0.033 -0.464 -1.961
C -1.515 -1.711 -2.399
C -0.033 -2.581 -0.213
C 1.787 -2.049 2.613
C 1.460 2.619 3.633
C -0.239 1.992 -0.300
C -1.268 2.503 -2.617
O -0.122 0.443 -2.112
C -3.020 2.092 0.863
H 0.796 -1.102 0.798
H -0.104 1.725 0.736
H -1.058 -0.781 -0.895
H 0.254 -1.430 0.934
H 1.446 -1.099 -0.441
H -0.760 0.446 -1.636
H -0.620 -1.469 -0.285
H 1.072 0.467 1.104
H 0.836 0.425 -1.361
H 1.860 -0.131 -0.339
H -0.877 1.354 -0.429
H -0.007 -0.279 1.741
H -0.229 0.577 -1.579
H -1.329 -0.904 0.069
H 0.450 0.130 -0.033
H -0.132 0.093 -0.161
H -1.362 0.029 -0.645
H 1.479 -0.511 -0.744
H 1.547 0.121 0.186
H -0.653 -0.615 1.576
H 1.565 0.539 -0.747
H -1.497 -0.116 -0.581
H 1.015 0.130 -0.120
H 0.102 0.523 -1.324
H -1.694 -0.025 0.540
H 0.436 -2.109 0.126
H 0.934 -1.152 1.504
H 0.703 0.599 1.546
H -0.061 1.994 0.383
H -1.142 0.375 0.170
H -1.321 1.349 0.000
C 0.018 0.267 -0.222
C -0.188 -0.282 -0.115
C 0.159 0.460 -0.087
O -0.122 -0.328 0.054
C -0.012 -0.262 0.217
C 0.183 0.272 0.103
C -0.159 -0.429 0.104
O 0.108 0.284 -0.069
H 0.003 -0.028 0.040
H 0.026 0.032 0.034
H -0.007 0.025 -0.027
H -0.032 -0.023 -0.029
C 0.252 -0.163 -0.046
C -0.088 -0.050 -0.253
C 0.297 -0.075 0.173
O -0.221 0.060 -0.121
C -0.189 0.079 -0.127
C 0.078 -0.074 0.038
C -0.144 -0.014 -0.289
O 0.153 -0.001 0.226
H 0.002 0.038 -0.027
H 0.003 0.023 0.008
H 0.020 -0.061 -0.037
H 0.087 -0.099 -0.114
C -0.228 0.331 0.285
C -0.067 -0.009 -0.268
C 0.075 0.004 0.408
O -0.054 0.002 -0.276
C 0.046 -0.116 -0.241
C 0.247 -0.141 0.238
C -0.042 -0.100 -0.301
O 0.190 -0.193 0.337
H 0.104 -0.111 0.015
H 0.022 -0.028 0.025
H -0.036 0.005 0.020
H -0.060 -0.029 0.014
C -0.099 0.225 0.268
C -0.195 0.125 -0.293
C 0.210 -0.151 0.463
O -0.326 0.324 -0.531
C 0.078 -0.161 -0.173
C 0.119 0.117 0.035
C 0.061 -0.132 -0.264
O -0.051 0.079 0.263
H 0.007 -0.014 -0.022
H 0.019 -0.018 0.022
H -0.055 0.079 0.024
H -0.159 0.309 0.105
C 0.415 0.040 -0.209
C -0.124 -0.143 0.018
C 0.334 0.070 0.042
O -0.019 -0.602 -0.138
C -0.325 -0.051 0.012
C -0.012 0.328 -0.019
C -0.077 -0.272 0.083
O 0.083 0.621 -0.313
H -0.103 0.212 0.000
H -0.017 0.031 0.002
H 0.016 0.002 -0.027
H 0.012 -0.028 0.011
C 0.269 0.091 -0.028
C 0.055 -0.319 0.010
C 0.185 0.229 0.030
O -0.145 -0.552 0.158
C -0.456 -0.050 0.214
C 0.130 0.183 -0.037
C -0.206 -0.199 -0.048
O 0.155 0.162 -0.031
H -0.030 0.004 0.024
H -0.013 0.039 0.044
H 0.106 -0.251 0.062
H 0.011 -0.032 0.023
C 0.048 0.093 0.309
C -0.053 -0.346 -0.020
C 0.089 0.402 0.252
O -0.065 -0.267 -0.173
C -0.043 -0.129 -0.306
C 0.038 0.311 -0.011
C -0.093 -0.271 -0.215
O -0.162 0.591 0.646
H -0.001 -0.007 -0.045
H 0.009 0.044 -0.018
H 0.011 -0.002 0.042
H 0.004 -0.045 0.012
C -0.213 -0.308 0.081
C -0.003 0.208 0.270
C -0.079 -0.318 -0.197
O 0.061 0.235 0.138
C 0.160 0.207 -0.069
C -0.052 -0.237 -0.195
C 0.255 0.459 0.113
O -0.178 -0.286 -0.103
H 0.037 0.037 -0.014
H 0.009 -0.020 -0.039
H -0.001 0.040 0.007
H -0.022 -0.013 0.061